{
  "formula": "C32H54N2O3P2Ru",
  "method": "the ωB97M-V functional and the def2-TZVPD basis",
  "spin_multiplicity": 5,
  "s2": 6.0169,
  "orbital_gap_ev": [6.2, 4.1],
  "total_charge": 2,
  "homo_ev": [-12.93, -12.91],
  "energy_ha": -2363.805895,
  "de_lowest_kj_mol": 248.8,
  "elements": ["Ru", "C", "C", "C", "C", "C", "C", "H", "H", "H", "C", "H", "H", "H", "C", "H", "H", "H", "C", "H", "H", "H", "C", "H", "H", "H", "C", "C", "C", "C", "C", "C", "C", "C", "H", "H", "H", "H", "H", "H", "H", "H", "H", "H", "H", "H", "P", "P", "C", "C", "H", "H", "H", "H", "C", "H", "H", "H", "C", "H", "H", "H", "C", "H", "H", "H", "C", "H", "H", "H", "C", "C", "C", "C", "C", "C", "O", "N", "C", "O", "N", "C", "O", "H", "H", "H", "H", "H", "H", "H", "H", "H", "H", "H"],
  "positions_angstrom": [[-0.00158, -2.08617, -2.91015], [-0.29792, -3.66989, 1.41080], [1.00252, -3.72634, 0.82635], [1.12876, -2.41650, 2.71762], [-0.21215, -2.86532, 2.57840], [1.88028, -2.93772, 1.62138], [-1.54656, -4.25065, 0.85553], [-1.43129, -4.51536, -0.20275], [-2.37449, -3.52691, 0.93027], [-1.86925, -5.16166, 1.38741], [-1.32613, -2.46543, 3.47904], [-2.30761, -2.65742, 3.03109], [-1.27390, -1.40251, 3.77483], [-1.29379, -3.04434, 4.41353], [1.59193, -1.48549, 3.77972], [1.64306, -1.99429, 4.75434], [0.90710, -0.62415, 3.92228], [2.59545, -1.09613, 3.57085], [3.29243, -2.63358, 1.28801], [3.99750, -3.35853, 1.72849], [3.58124, -1.63878, 1.65331], [3.45946, -2.64509, 0.20020], [1.34915, -4.35210, -0.47236], [2.09748, -5.15192, -0.37970], [1.79398, -3.62593, -1.17631], [0.48031, -4.79380, -0.96166], [-0.88877, -1.14989, -4.44621], [-0.99722, -2.58602, -4.51327], [-0.14748, -3.41162, -5.43046], [1.36637, -3.18500, -5.16000], [1.66680, -2.61598, -3.79742], [1.67605, -1.18205, -3.51218], [1.47176, -0.21813, -4.66581], [0.06189, -0.34213, -5.30053], [-0.38707, -3.17825, -6.47951], [1.83566, -2.59584, -5.96164], [-0.40355, -4.47420, -5.26239], [0.12606, -0.69759, -6.34679], [-1.80620, -0.59667, -4.23267], [-1.95828, -3.02238, -4.24285], [-0.34647, 0.68243, -5.33952], [1.61814, 0.81279, -4.29771], [2.34414, -0.82689, -2.72135], [2.24847, -0.38887, -5.43143], [1.81437, -4.19095, -5.17606], [2.38718, -3.20653, -3.22483], [-0.99853, -0.70324, -0.63482], [1.64240, 0.35271, -0.19260], [-0.80728, 0.99428, -1.42959], [0.63131, 1.52971, -1.22468], [-1.51612, 1.68716, -0.92645], [-1.04645, 0.90922, -2.50445], [1.15059, 1.67503, -2.18897], [0.61815, 2.50507, -0.70446], [1.64004, 1.07224, 1.47253], [2.43378, 0.60234, 2.06837], [0.67135, 0.89104, 1.95981], [1.80458, 2.15219, 1.38038], [3.34915, 0.64323, -0.72184], [3.41152, 1.59434, -1.26386], [3.66109, -0.17419, -1.38136], [4.00192, 0.65590, 0.15838], [-2.14076, -0.30612, 0.74063], [-2.15966, -1.15917, 1.43093], [-3.15082, -0.12615, 0.33684], [-1.78444, 0.60461, 1.27439], [-2.31958, -1.63854, -1.55359], [-1.93022, -2.57800, -1.98718], [-2.83372, -1.04022, -2.30603], [-3.04345, -1.94250, -0.78580], [-3.36402, 5.27038, 1.32275], [-1.89269, 5.49477, 1.59520], [-1.20486, 4.37775, 2.41241], [0.31380, 4.62368, 2.56252], [0.66891, 5.97069, 3.16627], [-1.86705, 4.19853, 3.77968], [-2.54258, 5.03175, 4.37708], [-1.60871, 2.96309, 4.36693], [-1.11398, 1.81158, 3.71632], [-0.71960, 0.85456, 4.37197], [-1.17960, 1.86971, 2.34680], [-1.38912, 3.03139, 1.69294], [-1.68250, 3.03909, 0.48261], [-3.49816, 4.30810, 0.82304], [-3.72183, 6.05275, 0.64894], [-3.92940, 5.29807, 2.25783], [-1.35169, 5.54904, 0.64191], [-1.73834, 6.44093, 2.12597], [0.74144, 3.80685, 3.16497], [0.74919, 4.53248, 1.55440], [-0.03049, 6.25471, 3.96057], [1.67571, 5.91517, 3.58894], [0.66272, 6.75029, 2.39608], [-1.80988, 2.85345, 5.34937]]
}

***

{
  "formula": "C32H54N2O7",
  "method": "the ωB97M-V functional and the def2-TZVPD basis",
  "spin_multiplicity": 1,
  "orbital_gap_ev": 8.6,
  "smiles": "CCCON1C(=O)c2ccc(-c3ccccn3)cc2C1=O.CCOCC.CCOCC.CCOCC.CCOCC",
  "homo_ev": -9.11,
  "energy_ha": -1887.721937,
  "elements": ["C", "C", "C", "O", "N", "C", "O", "C", "C", "C", "C", "C", "C", "C", "C", "C", "N", "C", "C", "C", "O", "H", "H", "H", "H", "H", "H", "H", "H", "H", "H", "H", "H", "H", "H", "C", "C", "O", "C", "C", "H", "H", "H", "H", "H", "H", "H", "H", "H", "H", "C", "C", "O", "C", "C", "H", "H", "H", "H", "H", "H", "H", "H", "H", "H", "C", "C", "O", "C", "C", "H", "H", "H", "H", "H", "H", "H", "H", "H", "H", "C", "C", "O", "C", "C", "H", "H", "H", "H", "H", "H", "H", "H", "H", "H"],
  "positions_angstrom": [[-1.80777, -2.52822, -1.11631], [-0.54490, -2.05494, -1.94140], [0.08700, -0.70334, -1.44875], [-0.89271, 0.34588, -1.21481], [-0.73134, 0.84639, 0.04463], [-1.83777, 0.82209, 0.93234], [-2.92432, 0.32718, 0.82784], [-1.28000, 1.58232, 2.17120], [-1.79065, 1.74657, 3.50776], [-0.98860, 2.52763, 4.48063], [0.28914, 3.10077, 4.08336], [1.13110, 3.88055, 5.14573], [0.39098, 4.79482, 5.97771], [1.08471, 5.53463, 7.03107], [2.51218, 5.21100, 7.07654], [3.06373, 4.28714, 6.11792], [2.46269, 3.57118, 5.12006], [0.80660, 2.96410, 2.70026], [0.01545, 2.20181, 1.76797], [0.27284, 1.82980, 0.27036], [1.08336, 2.22649, -0.51566], [-1.51846, -3.22116, -0.27888], [-2.43830, -3.15286, -1.81372], [-2.46398, -1.68997, -0.77223], [0.24893, -2.84690, -1.80138], [-0.79493, -2.04874, -3.03206], [0.77810, -0.35600, -2.27056], [0.71600, -0.90040, -0.54213], [-2.75959, 1.27956, 3.78774], [-1.42096, 2.60085, 5.50532], [-0.70130, 4.93817, 5.82411], [0.61913, 6.25935, 7.72969], [3.16758, 5.67829, 7.84531], [4.17304, 4.11694, 6.19199], [1.76643, 3.42778, 2.39054], [4.99174, 3.01553, -5.25827], [3.86100, 2.11314, -4.79450], [4.29614, 1.00181, -4.02849], [4.97900, 1.29836, -2.82032], [4.14773, 2.09792, -1.83043], [5.73636, 2.44294, -5.81532], [4.60592, 3.81184, -5.89767], [5.50565, 3.48409, -4.41616], [3.35753, 1.70121, -5.67169], [3.10534, 2.68204, -4.24286], [5.92805, 1.80316, -3.03529], [5.23572, 0.33749, -2.36949], [3.89589, 3.08562, -2.22014], [4.69813, 2.23623, -0.89744], [3.21049, 1.58332, -1.61512], [2.45054, -6.95381, -2.40914], [2.16073, -5.76635, -3.31112], [2.25944, -4.51342, -2.65339], [3.52545, -4.18693, -2.10178], [4.64160, -4.12396, -3.13119], [1.80087, -6.93714, -1.53156], [2.29317, -7.88952, -2.94884], [3.48192, -6.94593, -2.04993], [1.13284, -5.84184, -3.67195], [2.80199, -5.78096, -4.19845], [3.77626, -4.88101, -1.29156], [3.41523, -3.20232, -1.64256], [4.81824, -5.09610, -3.59478], [5.57306, -3.80283, -2.66102], [4.38701, -3.42221, -3.92794], [-5.17673, -0.15192, 5.23408], [-4.38663, -1.43329, 5.43669], [-3.56912, -1.42106, 6.59611], [-4.23808, -1.26325, 7.83686], [-5.24220, -2.36506, 8.13334], [-4.50865, 0.71207, 5.21547], [-5.73231, -0.19063, 4.29530], [-5.89549, 0.01140, 6.03994], [-3.71235, -1.56872, 4.58835], [-5.04855, -2.30525, 5.44749], [-4.71115, -0.27588, 7.88974], [-3.46383, -1.27651, 8.60628], [-6.06048, -2.37043, 7.41130], [-5.67319, -2.22776, 9.12696], [-4.75960, -3.34340, 8.08888], [-2.48682, 0.49718, -7.39295], [-3.69619, 0.92791, -6.58047], [-4.01310, 0.04448, -5.51844], [-3.01249, -0.13218, -4.52665], [-2.63091, 1.15016, -3.80671], [-2.62203, -0.51700, -7.77470], [-2.33204, 1.17506, -8.23471], [-1.57503, 0.49911, -6.79170], [-4.57082, 0.94590, -7.23426], [-3.57189, 1.94793, -6.20187], [-2.12978, -0.61613, -4.96149], [-3.42338, -0.83495, -3.79883], [-2.17829, 1.87525, -4.48634], [-1.91114, 0.93847, -3.01362], [-3.51415, 1.61939, -3.36779]]
}